# 1
ORCA calculation (ωB97M-V/def2-TZVPD) on a 4-piece molecular cluster, C34H64F5N3O11P overall.

Properties
Total charge = +1

Positions of all 118 atoms, in Å:
1 C 3.4377 -1.7763 5.1672
2 C 2.7686 -0.5598 5.8077
3 C 1.2466 -0.5554 5.7698
4 F 0.7868 0.4803 6.6061
5 C 0.5502 -0.4120 4.3778
6 C 0.4678 -1.8421 3.7513
7 C -0.9130 -2.4641 3.5609
8 C -0.7985 0.2593 4.5445
9 C -1.7715 -0.0623 5.6389
10 C -3.1815 -0.5280 5.2170
11 N -4.0441 -0.6146 6.3890
12 C -3.8202 -1.8149 7.2121
13 C -4.0806 -3.1739 6.5363
14 C -5.4222 -0.3340 6.1427
15 C -5.7311 1.1152 5.8572
16 O -6.2645 -1.1944 6.2351
17 N -0.9825 1.1906 3.6511
18 C -2.1272 2.1382 3.5939
19 N -2.3427 2.9324 4.7653
20 C 0.1204 1.2821 2.6258
21 C 0.5461 2.7590 2.3472
22 C 0.1550 3.5208 1.0675
23 O -1.1873 3.4106 0.6589
24 C 0.5621 4.9774 1.2344
25 F 0.1310 5.7162 0.2348
26 F 1.8808 5.0671 1.2921
27 F 0.0771 5.5263 2.3480
28 P -0.2528 0.0110 1.2284
29 C -1.9813 0.2760 0.6972
30 C 0.7089 0.5909 -0.2227
31 C 0.9901 -0.6029 -1.1610
32 C 1.2377 0.6423 3.4870
33 F 1.6537 1.6730 4.3519
34 H 3.3511 -1.7779 4.0740
35 H 4.5073 -1.7577 5.3936
36 H 3.0287 -2.7197 5.5422
37 H 3.0296 -0.5228 6.8726
38 H 3.1596 0.3607 5.3705
39 H 0.8832 -1.4900 6.2234
40 H 0.9637 -1.8100 2.7786
41 H 1.0608 -2.5074 4.3832
42 H -0.8258 -3.3335 2.9021
43 H -1.6165 -1.7755 3.0760
44 H -1.3404 -2.8198 4.5046
45 H -1.3055 -0.8184 6.2731
46 H -1.8963 0.8369 6.2518
47 H -3.1272 -1.4893 4.6937
48 H -3.6272 0.1796 4.5151
49 H -4.4393 -1.7012 8.1047
50 H -2.7824 -1.7607 7.5586
51 H -4.4093 -3.0513 5.4996
52 H -3.1871 -3.8054 6.5435
53 H -4.8843 -3.7147 7.0410
54 H -5.2986 1.7505 6.6334
55 H -5.3061 1.4243 4.8940
56 H -6.8130 1.2474 5.8059
57 H -1.8911 2.7682 2.7391
58 H -3.0297 1.5824 3.3378
59 H -3.0725 2.5781 5.3691
60 H -1.5071 3.0939 5.3149
61 H 0.2432 3.3755 3.2019
62 H 1.6410 2.7532 2.3802
63 H 0.7760 3.1798 0.2358
64 H -1.7225 4.1030 1.0720
65 H -2.1057 1.1275 0.0314
66 H -2.6585 0.3594 1.5512
67 H -2.2592 -0.6441 0.1683
68 H 1.6466 1.0485 0.1097
69 H 0.1218 1.3491 -0.7499
70 H 2.0418 -0.9025 -1.1162
71 H 0.7383 -0.3544 -2.1905
72 H 0.4045 -1.4905 -0.8911
73 H 2.1413 0.3396 2.9507
74 C 0.9742 1.5418 -7.8082
75 C 0.9213 1.4741 -6.2983
76 O 0.5167 0.1739 -5.8226
77 C 1.4558 -0.7732 -5.8890
78 O 2.5843 -0.6290 -6.2756
79 O 0.9275 -1.9093 -5.4318
80 C 1.7970 -3.0492 -5.5113
81 H 0.0138 1.2509 -8.2349
82 H 1.1966 2.5616 -8.1220
83 H 1.7452 0.8828 -8.2025
84 H 0.1615 2.1515 -5.9123
85 H 1.8812 1.7327 -5.8506
86 H 2.7427 -2.8446 -5.0145
87 H 1.9803 -3.3103 -6.5520
88 H 1.2646 -3.8537 -5.0134
89 C 2.5614 5.8749 -2.0134
90 C 3.8258 5.2977 -1.4137
91 O 4.1555 4.0192 -1.9822
92 C 4.6844 4.0637 -3.2094
93 O 4.9679 5.0603 -3.8164
94 O 4.8894 2.8137 -3.6222
95 C 5.4067 2.7048 -4.9534
96 H 1.7401 5.1595 -1.9416
97 H 2.2805 6.7767 -1.4690
98 H 2.6998 6.1349 -3.0609
99 H 3.6853 5.0855 -0.3571
100 H 4.6667 5.9838 -1.5133
101 H 6.3265 3.2724 -5.0737
102 H 4.6664 3.0464 -5.6758
103 H 5.6023 1.6476 -5.1036
104 C -1.1950 -7.7095 -9.4798
105 C 0.0167 -6.8136 -9.3627
106 O -0.3370 -5.4171 -9.4107
107 C -0.8446 -4.9156 -8.2909
108 O -0.9902 -5.4991 -7.2457
109 O -1.1691 -3.6405 -8.5127
110 C -1.7932 -2.9889 -7.4035
111 H -1.7527 -7.4768 -10.3872
112 H -0.8762 -8.7508 -9.5284
113 H -1.8539 -7.5899 -8.6213
114 H 0.6837 -6.9428 -10.2123
115 H 0.5746 -7.0074 -8.4471
116 H -1.1870 -3.0964 -6.5072
117 H -2.7878 -3.3963 -7.2281
118 H -1.8629 -1.9412 -7.6807

Results of the Mulliken charge analysis, in e, for atoms 1 through 8: atom 1 (C): -1.18, atom 2 (C): -0.79, atom 3 (C): -0.74, atom 4 (F): -0.42, atom 5 (C): 1.85, atom 6 (C): -0.81, atom 7 (C): -1.47, atom 8 (C): -1.19


# 2
ORCA calculation (ωB97M-V/def2-TZVPD) on a 4-piece molecular cluster, C34H67N3O6Si6 overall.

Positions of all 116 atoms, in Å:
1 C -0.9061 0.2985 0.2318
2 C 0.2378 1.1526 -0.2445
3 O 0.0619 2.2892 -0.6110
4 N 1.5503 0.6107 -0.2972
5 C 2.0541 0.4553 -1.6704
6 C 1.8699 -0.4142 0.6446
7 C 2.3972 0.0598 1.8543
8 C 2.7342 -0.7752 2.9025
9 C 2.5493 -2.1342 2.7150
10 C 2.0387 -2.6180 1.5194
11 C 1.6789 -1.7921 0.4618
12 C 1.1451 -2.4144 -0.7798
13 C 1.9580 -2.7118 -1.8671
14 C 1.3911 -3.3391 -2.9650
15 C 0.0356 -3.6473 -2.9363
16 N -0.7636 -3.3590 -1.9097
17 C -0.2005 -2.7629 -0.8636
18 C 1.9661 -4.1056 1.6125
19 O 1.6117 -4.9009 0.7865
20 N 2.4634 -4.4596 2.8960
21 C 2.7998 -3.2818 3.6197
22 O 3.2257 -3.2838 4.7408
23 H -0.6625 -0.3184 1.0948
24 H -1.7229 0.9674 0.4910
25 H -1.2400 -0.3323 -0.5947
26 H 2.2298 1.4409 -2.0960
27 H 1.3474 -0.0696 -2.3207
28 H 2.9745 -0.1205 -1.6454
29 H 2.5216 1.1289 1.9656
30 H 3.1353 -0.3660 3.8203
31 H 3.0171 -2.4875 -1.8563
32 H 1.9823 -3.5976 -3.8325
33 H -0.4173 -4.1547 -3.7802
34 H -0.8536 -2.5431 -0.0233
35 H 1.8840 -5.1022 3.4213
36 O -6.3293 -4.2681 -1.3933
37 Si -7.5682 -5.2689 -1.8041
38 C -7.2269 -7.0040 -1.1948
39 C -7.7757 -5.3088 -3.6626
40 C -9.1466 -4.6525 -1.0288
41 Si -4.7072 -4.0939 -1.6302
42 C -4.1076 -2.5782 -0.7275
43 C -4.3365 -3.8974 -3.4514
44 C -3.7937 -5.5894 -0.9835
45 H -6.3758 -7.4485 -1.7146
46 H -8.0957 -7.6436 -1.3651
47 H -7.0065 -7.0077 -0.1252
48 H -7.8881 -4.3003 -4.0663
49 H -8.6647 -5.8830 -3.9325
50 H -6.9158 -5.7729 -4.1498
51 H -9.3934 -3.6455 -1.3706
52 H -9.0755 -4.6323 0.0603
53 H -9.9710 -5.3147 -1.3023
54 H -4.6044 -1.6741 -1.0863
55 H -3.0351 -2.4751 -0.9010
56 H -4.2830 -2.6555 0.3480
57 H -4.5661 -4.8093 -4.0070
58 H -3.2766 -3.6721 -3.5883
59 H -4.9204 -3.0839 -3.8880
60 H -4.0269 -6.4839 -1.5653
61 H -4.0528 -5.7906 0.0586
62 H -2.7168 -5.4167 -1.0435
63 O 3.1191 3.7396 -5.4332
64 Si 4.0198 3.4328 -6.7749
65 C 5.1990 4.8473 -7.1005
66 C 2.9077 3.2143 -8.2626
67 C 5.0025 1.8701 -6.5159
68 Si 2.0419 4.8453 -4.8525
69 C 1.5154 4.3528 -3.1382
70 C 0.5355 4.9182 -5.9595
71 C 2.8290 6.5416 -4.7958
72 H 4.6624 5.7576 -7.3751
73 H 5.8754 4.5964 -7.9204
74 H 5.8024 5.0664 -6.2170
75 H 2.1459 2.4547 -8.0749
76 H 3.4923 2.9008 -9.1303
77 H 2.3987 4.1453 -8.5198
78 H 4.3504 1.0126 -6.3382
79 H 5.6817 1.9616 -5.6661
80 H 5.6000 1.6623 -7.4061
81 H 1.0349 3.3729 -3.1305
82 H 0.7975 5.0759 -2.7468
83 H 2.3636 4.3162 -2.4516
84 H 0.7824 5.3121 -6.9477
85 H -0.2254 5.5668 -5.5205
86 H 0.0991 3.9262 -6.0937
87 H 3.0460 6.9174 -5.7978
88 H 3.7651 6.5221 -4.2339
89 H 2.1568 7.2521 -4.3101
90 O 1.8669 2.3606 7.1373
91 Si 1.2983 1.1638 8.1183
92 C -0.5553 0.9978 7.9275
93 C 1.6840 1.5573 9.9051
94 C 2.1067 -0.4410 7.6383
95 Si 1.6922 3.9761 6.8736
96 C 2.7989 4.4958 5.4671
97 C 2.1632 4.9359 8.4076
98 C -0.0819 4.3687 6.4318
99 H -1.0760 1.8822 8.3002
100 H -0.9173 0.1340 8.4892
101 H -0.8323 0.8624 6.8797
102 H 2.7497 1.7514 10.0430
103 H 1.4067 0.7181 10.5466
104 H 1.1342 2.4366 10.2470
105 H 3.1923 -0.3903 7.7397
106 H 1.8767 -0.6987 6.6020
107 H 1.7476 -1.2529 8.2737
108 H 3.8489 4.2969 5.6903
109 H 2.6872 5.5677 5.2912
110 H 2.5440 3.9737 4.5427
111 H 1.4667 4.7453 9.2266
112 H 2.1546 6.0085 8.2029
113 H 3.1642 4.6636 8.7489
114 H -0.7526 4.1877 7.2742
115 H -0.4232 3.7583 5.5930
116 H -0.1778 5.4187 6.1471

Results of the Mulliken charge analysis, in e, for atoms 1 through 8: atom 1 (C): -0.90, atom 2 (C): 0.51, atom 3 (O): -0.56, atom 4 (N): 0.39, atom 5 (C): -0.88, atom 6 (C): -0.71, atom 7 (C): -0.47, atom 8 (C): -1.01


In the order shown, the computed orbital gap values come out to 8.3162, 8.8161 eV.
In the order shown, the computed max |F| values come out to 0.964, 1.135 eV/A.